37
Properties=species:S:1:pos:R:3 method="wB97M-V/def2-TZVPD" energy_ha=-1843.2669 fmax_ev_per_a=3.25 de_lowest_kj_mol=71.48 gap_ev="3.6 / 3.6" charge=-2
C -2.575 -1.317 -0.993
C -2.501 0.350 -1.507
H -2.968 -1.790 -1.892
H -3.262 -1.292 -0.155
H -1.753 -2.010 -0.683
H -1.608 0.863 -1.929
H -3.075 0.228 -2.428
H -3.001 0.965 -0.769
C 1.697 -2.299 -0.607
C 3.050 -2.648 -0.556
C 4.018 -1.641 -0.533
C 3.597 -0.316 -0.533
H 0.910 -3.049 -0.657
H 3.313 -3.701 -0.541
H 5.079 -1.884 -0.508
H 4.293 0.517 -0.499
N 1.311 -1.019 -0.648
C 2.223 -0.026 -0.558
C 1.672 1.324 -0.409
N 0.317 1.405 -0.375
C -0.282 2.536 0.023
C 1.837 3.676 0.085
C 0.449 3.702 0.234
H -1.358 2.495 0.182
H -0.089 4.605 0.507
C 2.454 2.468 -0.223
H 3.532 2.371 -0.318
H 2.429 4.579 0.219
Pd -0.815 -0.410 -0.845
I -0.385 -1.152 -3.527
F -2.771 0.084 4.077
Te -1.616 -0.435 2.661
F -2.987 -1.674 2.170
F -2.520 0.907 1.621
F -0.414 0.926 3.240
F -0.839 -1.701 3.842
O -0.516 -0.964 1.263

22
Properties=species:S:1:pos:R:3 method="wB97M-V/def2-TZVPD" energy_ha=-3264.1752 fmax_ev_per_a=0.51 gap_ev=6.7 charge=-1
Cd 0.215 1.399 -0.381
Cl -0.985 1.272 -3.521
C -1.862 0.257 -2.417
C -1.508 0.306 -1.080
C -2.220 -0.503 -0.208
Cl -1.787 -0.464 1.470
C -3.247 -1.338 -0.639
Cl -4.110 -2.327 0.472
C -3.575 -1.364 -1.995
Cl -4.841 -2.386 -2.555
C -2.879 -0.561 -2.898
Cl -3.284 -0.591 -4.570
O 4.692 -0.180 3.486
C 3.879 0.210 2.686
C 3.771 -0.211 1.232
O 4.482 -1.012 0.662
C 2.636 0.540 0.692
C 2.076 1.378 1.673
O 1.060 2.147 1.443
C 2.772 1.215 2.946
O 2.538 1.758 4.009
O 2.176 0.454 -0.507

26
Properties=species:S:1:pos:R:3 method="wB97M-V/def2-TZVPD" energy_ha=-638.4722 fmax_ev_per_a=3.86 gap_ev=8.1
Li -0.198 0.560 0.552
F -1.946 0.884 1.453
C -0.095 4.070 -2.229
C 0.217 2.962 -1.300
N 0.485 2.132 -0.526
H 0.786 4.710 -2.281
H -0.956 4.670 -1.934
H -0.410 3.583 -3.152
C -0.118 -0.784 -3.748
C -0.061 -0.828 -2.293
N -0.009 -0.835 -1.117
H 0.779 -0.365 -4.203
H -0.903 -0.142 -4.147
H -0.468 -1.729 -4.164
C -2.442 -2.510 1.189
C -1.886 -2.417 2.509
N -1.490 -2.378 3.611
H -2.054 -1.740 0.521
H -3.529 -2.535 1.276
H -2.164 -3.466 0.745
C 3.045 -0.699 3.569
C 2.095 -0.552 2.487
N 1.316 -0.479 1.656
H 4.020 -0.960 3.159
H 2.731 -1.414 4.331
H 3.255 0.263 4.036

61
Properties=species:S:1:pos:R:3 method="wB97M-V/def2-TZVPD" energy_ha=-2595.5438 fmax_ev_per_a=3.53 gap_ev=8.4 charge=+1
N 0.055 3.284 -1.349
P -1.530 2.793 -1.818
O -1.368 1.430 -2.714
S -2.615 2.290 0.064
C -2.485 0.510 0.514
F -2.954 -0.307 -0.443
F -3.319 0.332 1.600
C -1.092 0.109 0.918
C -0.616 0.225 2.215
C 0.658 -0.186 2.568
C 1.502 -0.732 1.611
C 1.034 -0.849 0.305
C 1.922 -1.478 -0.757
F 1.514 -2.787 -0.900
F 3.206 -1.520 -0.394
F 1.764 -0.901 -1.958
C -0.236 -0.434 -0.037
H 0.640 2.440 -1.346
H -0.026 3.560 -0.365
H -1.276 1.707 -3.642
H -3.920 2.426 -0.308
H -1.245 0.626 3.012
H 0.981 -0.070 3.600
H 2.499 -1.049 1.913
H -0.575 -0.573 -1.066
O 1.621 -4.910 -3.271
H 1.804 -4.174 -2.680
H 1.890 -5.690 -2.765
O -2.048 5.552 -0.822
H -2.581 6.194 -1.313
H -1.400 6.099 -0.361
O 0.494 -4.851 0.791
H -0.358 -4.805 0.344
H 1.007 -4.140 0.394
O 2.303 -6.905 -0.584
H 2.487 -6.170 0.015
H 2.572 -7.685 -0.089
O -0.032 7.366 -1.538
H 0.621 8.043 -1.747
H 0.415 6.532 -1.719
O -1.361 -1.823 4.581
H -1.168 -2.725 4.862
H -2.287 -1.856 4.321
O 4.909 0.502 -2.063
H 4.099 0.031 -1.856
H 5.321 -0.031 -2.753
O -3.220 1.678 4.248
H -3.039 1.061 4.967
H -3.453 1.120 3.500
O 3.884 -5.273 1.463
H 4.287 -4.459 1.782
H 4.634 -5.854 1.293
O -2.524 4.619 5.215
H -1.581 4.691 5.042
H -2.746 3.714 4.967
O 2.584 -5.915 -6.179
H 1.708 -5.707 -6.516
H 2.537 -5.678 -5.244
O -4.362 6.979 -2.325
H -5.023 6.337 -2.047
H -4.813 7.508 -2.991

74
Properties=species:S:1:pos:R:3 method="wB97M-V/def2-TZVPD" energy_ha=-2677.3017 fmax_ev_per_a=0.17 de_lowest_kj_mol=1.89 gap_ev=7.5 charge=+2
Sn 0.090 -0.152 1.085
S -2.159 2.650 4.003
C -3.318 2.437 2.727
C -4.597 2.977 2.620
C -5.323 2.685 1.485
C -4.792 1.873 0.476
C -3.528 1.331 0.586
C -2.783 1.617 1.731
N -1.490 1.182 2.020
C -1.049 1.661 3.161
C 0.323 1.381 3.602
C 0.836 1.870 4.796
C 2.151 1.592 5.138
C 2.948 0.833 4.293
C 2.437 0.340 3.097
C 1.124 0.614 2.748
H -5.005 3.608 3.397
H -6.318 3.093 1.371
H -5.385 1.666 -0.405
H -3.132 0.694 -0.193
H 0.222 2.466 5.461
H 2.554 1.969 6.067
H 3.973 0.622 4.568
H 3.063 -0.254 2.445
N -1.833 -0.280 -4.319
C -2.097 0.985 -3.900
O -2.966 1.691 -4.351
C -1.269 1.496 -2.745
C -1.046 2.866 -2.643
C -0.371 3.368 -1.542
C 0.018 2.493 -0.547
N -0.223 1.177 -0.633
C -0.843 0.682 -1.717
H -2.343 -0.597 -5.130
H -0.931 -0.696 -4.160
H -1.421 3.516 -3.423
H -0.171 4.424 -1.436
H 0.515 2.837 0.353
H -1.040 -0.385 -1.713
C 3.651 0.227 -1.680
S 2.297 -0.887 -1.373
C 3.169 -2.432 -1.394
O 1.980 -0.649 0.121
H 4.040 0.026 -2.678
H 4.419 0.068 -0.924
H 3.266 1.243 -1.633
H 3.562 -2.583 -2.400
H 2.449 -3.212 -1.153
H 3.972 -2.397 -0.660
C -5.250 -4.937 0.602
C -3.920 -5.331 0.668
C -2.915 -4.386 0.790
C -3.236 -3.027 0.860
C -4.581 -2.647 0.826
C -5.582 -3.592 0.682
C -2.251 -1.946 0.999
C -0.944 -1.923 0.680
C -0.199 -3.052 0.067
C -0.447 -3.413 -1.259
C 0.160 -4.535 -1.807
C 1.025 -5.305 -1.039
C 1.297 -4.936 0.273
C 0.698 -3.809 0.819
H -6.029 -5.681 0.502
H -3.665 -6.381 0.630
H -1.889 -4.715 0.858
H -4.839 -1.598 0.913
H -6.617 -3.284 0.648
H -2.691 -1.042 1.410
H -1.171 -2.852 -1.839
H -0.062 -4.824 -2.826
H 1.480 -6.192 -1.458
H 1.964 -5.537 0.877
H 0.891 -3.543 1.852

12
Properties=species:S:1:pos:R:3 method="wB97M-V/def2-TZVPD" energy_ha=-347.7526 fmax_ev_per_a=3.91 smiles="NC(=O)CCF" de_lowest_kj_mol=93.06 gap_ev=10.7
N -1.999 -0.867 -0.317
C -1.103 0.088 0.031
O -1.445 1.244 0.152
C 0.358 -0.459 0.422
C 1.383 0.431 -0.235
F 2.592 -0.286 -0.073
H -2.868 -0.491 -0.725
H -2.310 -1.389 0.577
H 0.468 -0.439 1.559
H 0.354 -1.484 0.038
H 1.558 1.371 0.226
H 1.201 0.756 -1.319